{"formula": "C46H44BrN2OP2S2SiTi", "method": "ωB97M-V/def2-TZVPD", "multiplicity": 2, "de_lowest_ev": 1.539, "lumo_ha": [-0.001, -0.051], "elements": ["Ti", "S", "P", "C", "P", "S", "C", "C", "C", "C", "C", "C", "C", "C", "C", "C", "C", "C", "C", "C", "C", "C", "C", "C", "C", "C", "C", "C", "C", "C", "H", "H", "H", "H", "H", "H", "H", "H", "H", "H", "H", "H", "H", "H", "H", "H", "H", "H", "H", "H", "C", "Si", "C", "C", "N", "C", "C", "C", "C", "C", "C", "O", "C", "C", "C", "C", "C", "C", "H", "H", "H", "H", "H", "H", "H", "H", "H", "H", "H", "H", "H", "H", "H", "H", "H", "H", "C", "C", "C", "C", "C", "Br", "N", "C", "H", "H", "H", "H", "H", "H"], "positions_angstrom": [[-0.6574, -0.7811, -1.2108], [1.3808, 0.6972, -2.5560], [2.2754, 0.5024, -0.8017], [0.9451, 0.0970, 0.2825], [0.7126, 0.9376, 1.8197], [-0.4608, 2.5042, 1.6121], [0.1075, -0.2369, 3.0723], [0.5883, -1.5410, 3.1368], [0.2764, -2.3539, 4.2153], [-0.5333, -1.8719, 5.2340], [-1.0303, -0.5777, 5.1685], [-0.7060, 0.2392, 4.0949], [2.3059, 1.3912, 2.5899], [2.6173, 2.7252, 2.8206], [3.8097, 3.0644, 3.4460], [4.6900, 2.0748, 3.8554], [4.3795, 0.7393, 3.6345], [3.1941, 0.4008, 3.0038], [3.5560, -0.7758, -0.7715], [3.5348, -1.8257, 0.1345], [4.5443, -2.7769, 0.1290], [5.5751, -2.6835, -0.7936], [5.5904, -1.6454, -1.7173], [4.5829, -0.6953, -1.7085], [3.1624, 2.0354, -0.3965], [2.4956, 3.2369, -0.6267], [3.1047, 4.4423, -0.3205], [4.3886, 4.4564, 0.2068], [5.0581, 3.2626, 0.4337], [4.4486, 2.0533, 0.1351], [1.1899, -1.9365, 2.3289], [0.6567, -3.3668, 4.2533], [-0.7770, -2.5045, 6.0780], [-1.6646, -0.2002, 5.9605], [-1.0802, 1.2550, 4.0389], [1.9247, 3.4916, 2.4964], [4.0485, 4.1066, 3.6141], [5.6170, 2.3405, 4.3474], [5.0609, -0.0397, 3.9520], [2.9639, -0.6463, 2.8496], [2.7011, -1.9214, 0.8152], [4.5146, -3.5989, 0.8322], [6.3613, -3.4272, -0.8048], [6.3852, -1.5822, -2.4487], [4.5853, 0.1058, -2.4388], [1.5015, 3.2204, -1.0537], [2.5778, 5.3710, -0.4986], [4.8687, 5.3982, 0.4405], [6.0577, 3.2703, 0.8488], [4.9746, 1.1283, 0.3283], [-1.5886, -4.6150, -1.8075], [-2.7574, -3.2313, -2.2617], [-4.1715, -3.4637, -1.0258], [-3.2248, -3.6198, -4.0395], [-2.2362, -1.5202, -2.2008], [-3.2636, -0.6206, -2.5185], [-4.5994, -0.9323, -2.8290], [-5.5386, 0.0500, -3.1012], [-5.1975, 1.3908, -3.0692], [-3.8880, 1.7424, -2.7801], [-2.9663, 0.7457, -2.5281], [-1.6280, 1.0257, -2.2447], [-1.1873, 2.2754, -2.7181], [-1.0290, 3.3089, -1.8226], [-0.6027, 4.5399, -2.3068], [-0.3539, 4.7134, -3.6598], [-0.5370, 3.6546, -4.5422], [-0.9648, 2.4236, -4.0739], [-2.2445, -5.4875, -1.7012], [-0.8626, -4.8278, -2.5893], [-1.0482, -4.4801, -0.8748], [-4.9339, -4.1351, -1.4312], [-4.6646, -2.5437, -0.7158], [-3.7694, -3.9397, -0.1291], [-3.7138, -4.5958, -4.0957], [-2.2971, -3.6884, -4.6136], [-3.8620, -2.8877, -4.5315], [-4.9286, -1.9568, -2.8656], [-6.5523, -0.2474, -3.3366], [-5.9320, 2.1584, -3.2694], [-3.5833, 2.7791, -2.7566], [-1.2080, 3.1351, -0.7704], [-0.4649, 5.3633, -1.6175], [-0.0179, 5.6724, -4.0309], [-0.3411, 3.7879, -5.5976], [-1.1101, 1.5787, -4.7348], [-4.4083, -0.8550, 3.2100], [-3.3346, -1.2143, 2.2233], [-2.7183, -2.4655, 2.2220], [-1.7037, -2.7748, 1.3272], [-1.3565, -1.7977, 0.4134], [0.8416, -2.5952, -1.9103], [-1.9502, -0.6256, 0.4253], [-2.8959, -0.2844, 1.2908], [-4.6968, -1.7198, 3.8065], [-5.2995, -0.4777, 2.7071], [-4.0594, -0.0777, 3.8925], [-3.0372, -3.2019, 2.9517], [-1.2193, -3.7417, 1.3393], [-3.2967, 0.7197, 1.2303]], "atomic_forces_ev_per_a": [[0.4, 0.0, -0.5], [-0.2, -0.1, 0.0], [0.0, 0.0, 0.2], [-0.1, 0.1, 0.0], [0.0, 0.0, -0.1], [0.0, -0.1, 0.1], [0.0, 0.0, 0.0], [-0.1, -0.1, 0.0], [0.0, 0.0, 0.0], [0.0, 0.0, 0.0], [0.0, 0.0, 0.0], [-0.1, 0.0, 0.0], [0.0, 0.1, 0.1], [0.0, 0.0, 0.0], [-0.1, 0.0, 0.0], [0.0, 0.0, 0.0], [0.1, 0.0, -0.1], [0.0, -0.1, 0.0], [0.0, 0.0, 0.0], [0.0, 0.0, 0.0], [0.0, 0.0, 0.0], [0.0, 0.0, 0.0], [0.0, 0.0, 0.0], [0.0, 0.0, 0.0], [0.0, 0.0, -0.1], [0.0, 0.0, 0.0], [0.0, 0.0, 0.0], [0.0, 0.0, 0.0], [0.0, 0.0, -0.1], [0.0, 0.0, 0.0], [0.0, 0.0, -0.1], [0.0, 0.0, 0.0], [0.0, 0.0, 0.0], [0.0, 0.0, 0.0], [0.0, 0.0, 0.0], [0.0, 0.0, 0.0], [0.0, 0.0, 0.0], [0.0, 0.0, 0.0], [0.0, 0.0, 0.0], [0.0, 0.1, 0.0], [0.0, 0.0, 0.1], [0.0, 0.0, 0.0], [0.0, 0.0, 0.0], [0.0, 0.0, 0.0], [0.0, 0.0, 0.0], [0.0, 0.0, 0.0], [0.0, 0.0, 0.0], [0.0, 0.0, 0.0], [0.0, 0.0, 0.0], [0.0, 0.0, 0.0], [0.0, 0.0, 0.0], [0.0, 0.1, 0.0], [0.0, -0.1, 0.0], [0.0, 0.0, 0.0], [-0.1, -0.1, -0.2], [0.0, 0.0, 0.1], [0.0, 0.0, 0.0], [0.0, 0.0, 0.0], [0.0, 0.0, 0.0], [0.0, 0.0, 0.0], [0.0, 0.0, 0.1], [0.0, 0.0, 0.3], [0.0, 0.0, 0.0], [0.0, 0.0, 0.0], [0.0, 0.0, 0.0], [0.0, 0.0, 0.0], [0.0, 0.0, 0.0], [0.0, 0.0, 0.0], [0.0, 0.0, 0.0], [0.0, 0.0, 0.0], [0.0, 0.0, 0.0], [0.0, 0.0, 0.0], [0.0, 0.0, 0.0], [0.0, 0.0, 0.0], [0.0, 0.0, 0.0], [0.0, 0.0, 0.0], [0.0, 0.0, 0.0], [0.0, 0.0, 0.0], [0.0, 0.0, 0.0], [0.0, 0.0, 0.0], [0.0, 0.0, 0.0], [0.0, 0.0, 0.0], [0.0, 0.0, 0.0], [0.0, 0.0, 0.0], [0.0, 0.0, 0.0], [0.0, 0.0, 0.0], [0.0, 0.0, 0.0], [0.0, 0.1, 0.0], [0.1, 0.0, 0.1], [0.0, 0.0, 0.0], [-0.1, 0.0, 0.0], [0.0, 0.0, 0.2], [0.1, 0.2, -0.1], [0.0, 0.0, -0.1], [0.0, 0.0, 0.0], [0.0, 0.0, 0.0], [0.0, 0.0, 0.0], [0.0, 0.0, 0.0], [0.0, 0.0, 0.0], [0.0, 0.0, 0.0]], "lowdin_charge": [0.59, 0.42, 0.45, -0.47, 0.43, 0.35, -0.33, -0.11, -0.08, -0.08, -0.08, -0.10, -0.33, -0.11, -0.08, -0.08, -0.07, -0.08, -0.38, -0.12, -0.07, -0.08, -0.07, -0.09, -0.33, -0.10, -0.07, -0.08, -0.08, -0.08, 0.09, 0.11, 0.10, 0.10, 0.08, 0.07, 0.11, 0.10, 0.11, 0.09, 0.07, 0.11, 0.10, 0.11, 0.11, 0.07, 0.11, 0.10, 0.11, 0.11, -0.25, 0.43, -0.16, -0.16, -0.17, -0.28, -0.06, -0.08, -0.09, 0.00, -0.20, -0.14, -0.36, -0.05, -0.07, -0.08, -0.06, -0.04, 0.04, 0.00, -0.02, 0.04, 0.03, 0.02, 0.04, 0.04, 0.02, 0.07, 0.10, 0.10, 0.12, 0.04, 0.11, 0.10, 0.11, 0.14, -0.04, -0.24, -0.02, -0.07, -0.31, 0.31, -0.03, -0.06, 0.08, 0.08, 0.08, 0.12, 0.11, 0.13]}

=====

{"formula": "C46H44N9O3STi", "method": "ωB97M-V/def2-TZVPD", "multiplicity": 2, "total_charge": 2, "lumo_ha": [-0.224, -0.228], "elements": ["Ti", "C", "O", "C", "N", "C", "C", "C", "C", "C", "C", "C", "C", "C", "C", "C", "C", "N", "C", "N", "C", "C", "O", "C", "C", "C", "C", "C", "C", "H", "H", "H", "H", "H", "H", "H", "H", "H", "H", "H", "H", "H", "H", "H", "H", "H", "H", "H", "N", "C", "S", "N", "N", "C", "C", "C", "C", "C", "C", "C", "C", "C", "C", "C", "C", "N", "H", "H", "H", "H", "H", "H", "H", "H", "H", "H", "H", "N", "C", "C", "C", "C", "C", "N", "C", "H", "H", "H", "H", "C", "C", "O", "C", "C", "H", "H", "H", "H", "H", "H", "H", "H", "H", "H"], "positions_angstrom": [[0.0155, 0.3879, 0.0196], [-2.8490, -0.1626, -5.5375], [-2.1093, -1.2726, -4.9741], [-1.6047, -0.8353, -3.7973], [-1.9123, 0.3257, -3.4083], [-2.8645, 0.8867, -4.4043], [-4.2238, 1.1140, -3.7732], [-4.6368, 2.4054, -3.4629], [-5.8663, 2.6275, -2.8558], [-6.6928, 1.5550, -2.5515], [-6.2903, 0.2631, -2.8661], [-5.0610, 0.0440, -3.4719], [-0.6456, -1.7849, -3.1511], [-0.3529, -2.9455, -3.8751], [0.6252, -3.8086, -3.4321], [1.3147, -3.4622, -2.2896], [0.9479, -2.3022, -1.6186], [-0.0411, -1.4801, -1.9900], [1.7689, -1.9255, -0.4466], [1.5717, -0.9603, 0.3978], [2.7694, -0.9419, 1.3315], [3.6068, -2.1315, 0.8229], [2.8487, -2.6454, -0.3005], [2.5538, -1.0270, 2.8327], [3.6522, -1.3549, 3.6259], [3.5311, -1.4054, 5.0057], [2.3199, -1.1026, 5.6120], [1.2278, -0.7644, 4.8277], [1.3462, -0.7461, 3.4459], [-3.8398, -0.5026, -5.8177], [-2.3213, 0.1750, -6.4275], [-2.4786, 1.8477, -4.7404], [-3.9959, 3.2456, -3.7131], [-6.1836, 3.6394, -2.6352], [-7.6530, 1.7287, -2.0822], [-6.9399, -0.5758, -2.6477], [-4.7662, -0.9744, -3.7085], [-0.8878, -3.1309, -4.7921], [0.8687, -4.7069, -3.9852], [2.1191, -4.0741, -1.9126], [3.2929, -0.0074, 1.1325], [3.7070, -2.9239, 1.5587], [4.5875, -1.8518, 0.4486], [4.6197, -1.5594, 3.1764], [4.3865, -1.6819, 5.6082], [2.2316, -1.1313, 6.6913], [0.2748, -0.5177, 5.2819], [0.4860, -0.5275, 2.8465], [-0.6330, 2.8557, 3.8344], [-0.3068, 2.1788, 2.7330], [-1.3873, 0.9745, 2.1311], [0.8424, 2.4746, 2.1711], [1.0867, 1.8290, 1.0131], [2.1886, 2.2094, 0.4158], [3.0972, 3.2083, 1.0227], [3.9276, 2.8700, 2.0854], [4.7393, 3.8346, 2.6597], [4.7097, 5.1416, 2.1901], [3.8724, 5.4833, 1.1370], [3.0710, 4.5173, 0.5477], [2.3072, 1.8220, -0.9800], [3.3972, 2.1708, -1.7621], [3.3482, 1.9467, -3.1263], [2.1884, 1.4176, -3.6772], [1.1547, 1.0677, -2.8366], [1.2142, 1.2146, -1.5047], [-1.5112, 2.6891, 4.2908], [-0.0232, 3.5821, 4.1745], [3.9303, 1.8562, 2.4726], [5.3917, 3.5702, 3.4824], [5.3369, 5.8935, 2.6506], [3.8386, 6.5033, 0.7753], [2.4116, 4.7810, -0.2728], [4.2516, 2.6360, -1.2884], [4.1853, 2.2105, -3.7613], [2.0844, 1.2873, -4.7459], [0.2279, 0.6823, -3.2310], [3.1655, -5.1655, 2.9789], [2.0682, -4.8765, 3.1712], [0.7226, -4.3960, 3.3328], [0.0122, -4.4832, 4.5252], [-1.2314, -3.8794, 4.5904], [-1.7016, -3.1892, 3.4820], [-1.0351, -3.1241, 2.3264], [0.1359, -3.7403, 2.2593], [0.4297, -5.0134, 5.3713], [-1.8226, -3.9176, 5.4958], [-2.6502, -2.6635, 3.5168], [0.6498, -3.7095, 1.3029], [-1.9311, 2.3921, -1.0090], [-2.7613, 1.1948, -0.5910], [-1.8802, 0.0449, -0.4552], [-2.5297, -1.1254, 0.1209], [-3.3779, -1.8906, -0.8660], [-1.1927, 2.6601, -0.2469], [-2.5915, 3.2500, -1.1288], [-1.4490, 2.1865, -1.9634], [-3.5119, 0.9737, -1.3423], [-3.2412, 1.3759, 0.3637], [-3.1402, -0.7916, 0.9596], [-1.7405, -1.7565, 0.5179], [-4.1537, -1.2624, -1.3039], [-3.8660, -2.7109, -0.3375], [-2.7748, -2.3117, -1.6694]], "atomic_forces_ev_per_a": [[-1.0, -0.2, 0.1], [0.1, 0.2, 0.1], [0.0, -0.2, 0.2], [-0.1, -0.1, -0.2], [0.0, 0.1, 0.1], [-0.1, -0.2, 0.1], [0.1, 0.1, 0.0], [0.0, 0.0, -0.1], [0.0, 0.0, 0.0], [0.0, 0.0, 0.0], [0.0, 0.0, 0.0], [0.0, 0.0, 0.0], [-0.1, 0.0, -0.1], [-0.1, 0.2, 0.0], [0.0, 0.0, -0.1], [0.0, -0.1, 0.1], [0.0, -0.2, 0.0], [0.4, 0.0, -0.1], [0.1, 0.1, 0.4], [0.2, -0.6, 0.4], [0.0, -0.1, -0.1], [0.0, 0.1, 0.0], [0.2, -0.2, 0.0], [-0.2, 0.0, -0.1], [0.1, 0.1, -0.1], [0.0, 0.0, 0.0], [-0.1, 0.0, 0.1], [0.0, -0.1, 0.0], [0.1, -0.1, 0.0], [0.0, -0.1, 0.0], [0.0, 0.0, 0.0], [0.0, 0.0, 0.0], [0.0, 0.0, 0.0], [0.0, 0.0, 0.0], [0.0, 0.0, 0.0], [0.0, 0.0, 0.0], [0.0, 0.1, 0.0], [0.0, 0.0, 0.0], [0.0, 0.0, 0.1], [0.0, 0.0, 0.0], [0.0, 0.1, -0.1], [-0.1, -0.1, 0.0], [0.0, 0.0, 0.0], [-0.1, 0.0, 0.0], [0.0, 0.0, 0.0], [0.0, 0.0, -0.1], [0.0, -0.1, 0.0], [-0.3, 0.1, -0.1], [-0.1, 0.0, 0.1], [0.2, -0.3, -0.1], [0.4, -0.1, -0.3], [0.0, 0.1, 0.4], [1.0, 1.0, 0.3], [-0.4, 0.3, 0.4], [0.1, 0.0, -0.1], [0.0, -0.1, 0.0], [0.0, 0.0, 0.0], [0.0, 0.0, 0.0], [0.0, 0.0, 0.0], [0.0, -0.1, -0.1], [0.0, 0.0, -0.3], [0.2, 0.0, 0.1], [0.0, 0.0, -0.1], [0.2, 0.1, 0.0], [-0.1, -0.1, 0.1], [0.5, 0.5, -0.5], [0.0, 0.0, 0.0], [0.0, 0.0, 0.0], [0.0, 0.0, 0.0], [0.0, 0.0, 0.0], [0.0, 0.0, 0.0], [0.0, 0.0, 0.0], [0.0, 0.0, 0.0], [0.0, 0.0, -0.1], [0.0, 0.0, 0.1], [0.0, 0.0, 0.0], [0.0, 0.0, 0.1], [-0.2, 0.1, 0.0], [0.1, 0.0, 0.0], [0.1, 0.0, 0.1], [0.1, -0.1, 0.0], [0.0, 0.1, 0.1], [0.1, 0.0, -0.1], [-0.1, -0.1, 0.0], [-0.1, 0.2, -0.1], [0.0, 0.1, 0.0], [0.0, 0.0, 0.0], [0.0, -0.1, 0.0], [0.0, 0.0, 0.0], [-0.1, -0.3, -0.1], [0.0, 0.4, -0.4], [-1.2, -0.3, -0.2], [-0.3, -0.2, -0.1], [0.0, 0.1, -0.2], [0.0, 0.1, 0.1], [0.0, 0.0, 0.0], [0.0, 0.1, 0.0], [0.0, -0.2, -0.1], [-0.1, -0.1, 0.2], [0.0, 0.1, 0.1], [0.2, -0.1, 0.1], [0.0, 0.0, 0.0], [0.0, 0.0, 0.0], [0.0, 0.0, 0.0]], "lowdin_charge": [0.99, -0.04, 0.00, -0.33, 0.18, -0.20, -0.21, -0.05, -0.06, -0.06, -0.06, -0.06, -0.15, 0.05, 0.02, 0.05, -0.16, 0.17, -0.31, 0.08, -0.17, -0.02, 0.06, -0.19, -0.04, -0.05, -0.06, -0.06, -0.07, 0.13, 0.14, 0.15, 0.12, 0.11, 0.11, 0.11, 0.12, 0.13, 0.14, 0.14, 0.13, 0.11, 0.15, 0.12, 0.12, 0.11, 0.11, 0.02, 0.13, -0.79, 0.80, 0.04, -0.07, -0.19, -0.21, -0.02, -0.05, -0.06, -0.05, -0.03, -0.20, 0.03, 0.00, -0.01, -0.09, 0.02, 0.10, 0.12, 0.11, 0.11, 0.11, 0.11, 0.13, 0.14, 0.13, 0.12, 0.08, 0.19, -0.16, -0.20, 0.01, -0.03, -0.11, 0.08, -0.10, 0.13, 0.12, 0.12, 0.11, -0.06, -0.25, -0.43, -0.25, -0.02, 0.06, 0.10, 0.06, 0.10, 0.09, 0.11, 0.08, 0.07, 0.10, 0.07]}

=====

Number 1: maximum force 0.64 eV/Å. Number 2: maximum force 1.44 eV/Å.